DFT (the ωB97M-V functional and the def2-TZVPD basis) results for a molecular structure, C4H13ClGaN3O4SbSe4.

Computed properties:
E_tot	-349830.3316	eV
gap between HOMO and LUMO	6.9	eV
total charge	+1
maximum force	0.0049	hartree/bohr
relative energy (zero: lowest compared OMol25 entry of this formula, charge and spin)	0.4	kcal per mole

Structure (XYZ):
```
31
Properties=species:S:1:pos:R:3:forces:R:3
Ga 0.1594 0.3796 0.3981 -0.0708 -0.0710 -0.2032
N 0.6231 -1.5446 -0.1214 -0.0426 0.1184 -0.1313
C -0.4603 -2.1325 -0.9501 0.0374 0.0039 -0.0062
C -1.7874 -1.4325 -0.6758 -0.0244 -0.0010 -0.0064
N -1.6504 0.0486 -0.6625 -0.0057 -0.0362 -0.0590
C -1.6741 0.7270 -1.9765 0.0032 -0.0088 0.0357
C -0.2921 0.7200 -2.6180 -0.0102 -0.0071 -0.0427
N 0.7072 1.0839 -1.5962 -0.0400 -0.0251 0.0963
H 1.5249 -1.6450 -0.5801 0.0055 0.0179 -0.0225
H 0.7539 -2.0538 0.7695 -0.0300 -0.0981 0.0637
H -0.5703 -3.1946 -0.7337 0.0006 -0.0027 0.0133
H -0.1813 -2.0487 -1.9980 0.0052 -0.0105 0.0078
H -2.1491 -1.7199 0.3109 0.0037 0.0080 0.0043
H -2.5265 -1.7417 -1.4170 -0.0107 0.0058 0.0128
H -2.4075 0.4178 -0.0949 0.0139 -0.0031 0.0167
H -1.9848 1.7571 -1.7971 0.0002 -0.0015 0.0031
H -2.4060 0.2675 -2.6431 0.0008 0.0015 0.0026
H -0.2837 1.4136 -3.4588 0.0201 -0.0001 0.0082
H -0.0446 -0.2619 -3.0154 0.0050 0.0073 0.0152
H 0.7615 2.0952 -1.4961 0.0092 0.0051 -0.0096
H 1.6391 0.7795 -1.8617 0.0120 0.0186 -0.0064
Se 1.9018 -2.7976 2.6475 0.0889 -0.1383 0.0809
Sb 0.8437 -1.0087 3.7871 -0.1326 0.1864 -0.1018
Se 0.1864 -0.9021 6.1675 0.0299 -0.0318 0.0276
Se 1.9141 0.6092 5.3177 0.0140 -0.0008 0.0717
Se -0.9710 0.1563 2.5165 0.0767 -0.0437 0.0208
O 2.5893 3.2598 0.4201 -0.0787 -0.0488 -0.0088
Cl 1.7075 2.4731 1.1884 -0.0146 0.0637 0.2193
O 1.7508 2.7120 2.5735 0.0766 0.0297 -0.1627
O 2.0080 1.0038 0.9247 -0.0407 -0.0018 0.0434
O 0.3181 2.5795 0.6748 0.0981 0.0641 0.0173
```
Forces are in eV/Å.

Löwdin population analysis, charges in e, atoms 1 to 5: 0.062 0.000 -0.163 -0.161 -0.109

=====

DFT (the ωB97M-V functional and the def2-TZVPD basis) results for 2 unconnected molecules or ions with the total composition C8H21N2.

Computed properties:
E_tot	-11606.0442	eV
gap between HOMO and LUMO	7.5	eV
total charge	+1
maximum force	0.0974	hartree/bohr
relative energy (zero: lowest compared OMol25 entry of this formula, charge and spin)	61.9	kcal per mole

Structure (XYZ):
```
31
Properties=species:S:1:pos:R:3:forces:R:3
C -2.2376 0.7439 -1.0842 0.2118 -0.9054 1.4268
C -1.5252 -1.4468 -0.0684 -0.7265 -2.2115 0.1877
C -2.5506 0.1635 1.4493 -3.9816 3.0224 0.3187
C 1.0223 -0.2581 1.8407 0.4332 -1.0584 -1.3133
C 2.3258 -1.2931 0.0556 1.3890 -1.1824 2.7811
C 1.6645 1.7356 -0.1838 -1.5237 1.2526 1.6036
C 0.7798 0.2707 -1.9047 1.8569 -0.3605 -0.0801
C -2.0590 -0.1781 0.1570 -0.4975 0.1443 -3.2034
N 1.1130 -0.6127 0.3489 -1.2317 1.6165 0.7427
N 0.9140 0.5530 -0.4858 -1.8888 -0.3272 0.2330
H -3.2461 1.1159 -1.0509 -0.2557 0.8662 0.2500
H -1.4335 1.4581 -0.9522 -0.3955 0.8347 0.0975
H -2.1174 0.3573 -2.0961 0.1750 -0.8512 0.4696
H -1.6093 -2.2958 0.6881 -0.4131 1.3084 -0.7542
H -0.4136 -1.2911 0.0479 1.5545 0.7033 0.0951
H -1.6229 -1.7803 -1.1061 0.0688 -0.0507 0.2697
H -2.6159 1.2554 1.8003 0.5485 -1.3892 -0.9422
H -3.7643 -0.0497 1.3887 2.8618 0.0249 0.1005
H -2.0950 -0.4217 2.1683 0.4363 -1.3033 1.7196
H 1.8733 0.3454 2.0938 0.2575 0.5913 0.2438
H 0.0909 0.2025 2.1592 -0.0074 0.2463 -0.5439
H 1.1372 -1.1693 2.4355 -0.0861 -0.1230 -0.4175
H 3.2264 -0.6680 0.3343 -0.6782 -0.7568 -0.1820
H 2.2535 -2.2251 0.7383 0.7538 1.2448 -1.3470
H 2.4021 -1.5690 -0.9649 -0.0667 -0.3677 -0.9061
H 1.2862 2.6422 -0.6411 -0.5602 -0.2298 -1.2262
H 1.3297 2.1166 0.8524 1.8226 -1.1081 -0.9076
H 2.6687 1.6610 -0.5550 1.0993 0.1473 0.8608
H 0.5698 -0.7491 -2.1362 -0.6051 -0.9296 0.3867
H 0.0318 0.8657 -2.3797 -0.3352 0.6692 -0.1922
H 1.7365 0.3811 -2.4556 -0.2159 0.4826 0.2287
```
Forces are in eV/Å.

Löwdin population analysis, charges in e, atoms 1 to 5: -0.001 -0.035 -0.036 -0.020 -0.078

=====

DFT (the ωB97M-V functional and the def2-TZVPD basis) results for a molecular structure, C3H9OP.

Computed properties:
E_tot	-14590.5853	eV
gap between HOMO and LUMO	10.5	eV
total charge	0
maximum force	0.0934	hartree/bohr
relative energy (zero: lowest compared OMol25 entry of this formula, charge and spin)	69.2	kcal per mole

Structure (XYZ):
```
14
Properties=species:S:1:pos:R:3:forces:R:3
C 0.6847 -0.0306 1.2162 -1.0242 -1.4454 1.9886
C 0.6694 0.0197 -1.2645 0.0776 -0.8771 -2.4392
C -0.1626 0.0820 -0.0012 -0.1314 4.7262 -0.8338
O -0.5774 1.8733 0.0843 0.2037 -3.5316 1.2086
P -1.8579 -0.5967 0.0528 0.1368 1.7280 3.0225
H 1.2326 0.8731 1.5182 -0.6102 -0.1324 -0.1928
H 1.4339 -0.7466 0.9702 0.8020 -0.7998 0.0146
H 0.0869 -0.5185 2.0865 1.0442 1.1895 -1.1286
H 1.0687 -1.0795 -1.5056 -0.5970 2.3439 0.9359
H 1.4754 0.7975 -1.2738 -0.3608 -1.0031 0.4323
H 0.1028 0.2741 -2.2215 0.2311 -0.3098 1.4146
H -0.8673 1.8058 1.0406 0.3125 0.5425 -1.5747
H -1.3424 -1.7800 0.4805 0.1205 -1.5129 0.4173
H -1.9470 -0.9737 -1.1826 -0.2049 -0.9181 -3.2651
```
Forces are in eV/Å.

Löwdin population analysis, charges in e, atoms 1 to 5: -0.138 -0.134 -0.714 -0.247 0.905

=====

DFT (the ωB97M-V functional and the def2-TZVPD basis) results for C3H4O2 in the gas phase.

Computed properties:
E_tot	-7267.5306	eV
gap between HOMO and LUMO	10.7	eV
total charge	0
maximum force	0.0446	hartree/bohr
relative energy (zero: lowest compared OMol25 entry of this formula, charge and spin)	72.8	kcal per mole

Structure (XYZ):
```
9
Properties=species:S:1:pos:R:3:forces:R:3
C -1.6073 -0.3456 1.1200 -1.9298 0.6198 -1.0756
C -1.0085 -0.0225 0.1115 0.4208 -0.7614 1.9954
C 0.4399 -0.0555 -0.1053 1.5481 -0.4327 0.4675
O 1.0170 1.2120 -0.2108 -0.1710 0.2862 -0.2903
O 0.7060 -0.8653 -1.2117 -0.0194 -0.0718 -0.4748
H -2.4259 -0.5153 1.7694 -0.0835 -0.1938 0.4881
H 0.8626 -0.5166 0.8520 -0.0901 0.6797 -1.4833
H 0.4377 1.7644 -0.7612 0.2591 -0.1800 0.1408
H 1.5784 -0.6556 -1.5637 0.0658 0.0540 0.2324
```
Forces are in eV/Å.

Löwdin population analysis, charges in e, atoms 1 to 5: 0.154 -0.030 -0.545 0.009 0.004